{
  "formula": "C2H7NO3",
  "method": "the ωB97M-V functional and the def2-TZVPD basis",
  "smiles": "COO[C@@H](N)O",
  "gap_ev": 11.0,
  "charge": 0,
  "multiplicity": 1,
  "species": ["H", "O", "C", "H", "H", "H", "H", "H", "C", "O", "O", "N", "H"],
  "xyz": [[-1.47, 0.46, -0.73], [1.35, -0.04, 0.27], [-0.98, 0.39, 0.24], [1.40, -1.39, -1.28], [-0.28, -1.01, 1.42], [-1.77, 2.01, 0.81], [2.86, -0.39, -1.08], [-1.87, -1.09, 1.18], [1.77, -0.38, -1.05], [0.32, 0.99, 0.13], [-1.73, 1.11, 1.18], [-0.99, -0.98, 0.69], [1.40, 0.32, -1.79]],
  "lowdin_charge": [0.15, -0.15, -0.50, 0.08, 0.09, 0.10, 0.09, 0.09, -0.08, -0.05, 0.01, 0.09, 0.10]
}

---

{
  "formula": "C2H7NO3",
  "method": "the ωB97M-V functional and the def2-TZVPD basis",
  "smiles": "O=CNCO.O",
  "gap_ev": 10.6,
  "charge": 0,
  "multiplicity": 1,
  "species": ["H", "C", "H", "H", "O", "H", "O", "N", "C", "H", "H", "H", "O"],
  "xyz": [[1.07, 1.37, -1.36], [-0.57, -0.37, -1.53], [-1.40, -1.09, -1.58], [0.67, -1.83, -2.29], [1.78, 1.22, -2.00], [2.59, -0.62, -1.59], [-2.84, 0.91, 6.34], [0.57, -0.86, -2.05], [1.85, -0.15, -2.25], [-2.84, 0.28, 7.07], [-2.27, 0.61, 5.61], [2.08, -0.22, -3.31], [-0.69, 0.74, -1.06]],
  "lowdin_charge": [0.06, -0.35, 0.13, 0.13, -0.04, 0.12, -0.07, 0.04, -0.24, 0.04, 0.04, 0.13, 0.01]
}

---

{
  "formula": "C2H7NO3P",
  "method": "the ωB97M-V functional and the def2-TZVPD basis",
  "smiles": "COC[P@](N)(=O)[O-]",
  "gap_ev": 7.7,
  "charge": -1,
  "multiplicity": 1,
  "species": ["H", "H", "O", "C", "H", "C", "H", "N", "H", "O", "P", "O", "H", "H"],
  "xyz": [[2.42, 0.36, -1.33], [-0.30, -0.92, -1.70], [-2.63, -1.19, 0.67], [1.67, 0.48, -0.54], [1.97, 1.27, 0.26], [-0.61, -0.01, -1.16], [0.22, 0.70, 1.55], [-0.69, 0.33, 1.85], [-1.27, 1.07, 1.36], [-0.14, -2.14, 1.05], [-1.13, -1.01, 0.73], [0.38, 0.99, -1.04], [1.51, -0.54, -0.08], [-1.40, 0.61, -1.61]],
  "lowdin_charge": [0.06, 0.06, -0.45, -0.11, 0.10, -0.25, -0.02, -0.13, 0.03, -0.46, 0.37, -0.32, 0.07, 0.07]
}

---

{
  "formula": "C2H7NO3S2",
  "method": "the ωB97M-V functional and the def2-TZVPD basis",
  "gap_ev": [6.6, 7.7],
  "charge": 0,
  "multiplicity": 3,
  "species": ["H", "C", "H", "H", "N", "C", "S", "O", "S", "O", "H", "H", "O", "H", "H"],
  "xyz": [[0.31, 3.25, -1.13], [0.10, 2.33, -1.50], [-1.53, -1.94, 1.53], [-0.05, -0.43, -1.93], [0.22, 1.31, -0.68], [0.11, -0.02, -0.93], [0.49, -1.01, 0.41], [-0.02, -2.34, 0.19], [-2.73, -1.50, 1.87], [0.12, -0.32, 1.55], [-2.12, -0.41, 2.02], [-0.07, 2.13, -2.61], [2.09, -0.94, 0.22], [0.44, 1.46, 0.29], [2.64, -1.55, 0.69]],
  "lowdin_charge": [0.02, -0.02, -0.25, 0.12, -0.12, -0.15, 0.54, -0.30, 0.56, -0.28, -0.29, 0.09, -0.13, 0.12, 0.08]
}

---

{
  "formula": "C2H7NO4",
  "method": "the ωB97M-V functional and the def2-TZVPD basis",
  "gap_ev": [3.5, 7.8],
  "charge": -1,
  "multiplicity": 2,
  "species": ["O", "H", "H", "H", "C", "O", "O", "N", "O", "H", "H", "C", "H", "H"],
  "xyz": [[3.06, -1.19, -0.57], [1.69, 2.04, 0.09], [-2.85, 1.71, -0.56], [-1.74, -1.42, 0.93], [-2.66, 0.72, -0.05], [1.24, 1.31, -0.36], [0.26, -1.25, 0.42], [-1.34, 0.52, 0.16], [-3.65, 0.00, 0.05], [1.59, 0.51, 0.05], [3.71, -1.87, -0.71], [-0.94, -0.84, 0.46], [2.33, -1.52, 0.00], [-0.70, 1.29, 0.10]],
  "lowdin_charge": [-0.08, 0.04, 0.10, 0.08, -0.49, -0.08, -0.21, 0.03, -0.10, 0.01, 0.01, -0.39, 0.02, 0.08]
}

---

{
  "formula": "C2H7NO4",
  "method": "the ωB97M-V functional and the def2-TZVPD basis",
  "smiles": "[O-]C(O)(O)[NH2+]CO",
  "gap_ev": 10.8,
  "charge": 0,
  "multiplicity": 1,
  "species": ["H", "H", "H", "N", "H", "O", "C", "O", "O", "C", "O", "H", "H", "H"],
  "xyz": [[1.51, -0.87, 1.02], [2.10, 1.30, -0.68], [-2.21, -1.49, -0.95], [0.22, 0.37, -0.80], [-1.05, 0.01, 1.93], [-0.62, -0.64, 1.36], [-1.07, -0.37, 0.07], [-1.91, 0.61, -0.09], [-1.32, -1.56, -0.59], [1.41, 0.74, -0.04], [2.11, -0.39, 0.42], [-0.70, 1.12, -0.81], [1.08, 1.38, 0.79], [0.45, -0.19, -1.62]],
  "lowdin_charge": [0.08, 0.13, 0.12, 0.08, 0.13, 0.06, -0.74, -0.09, 0.07, -0.27, -0.03, 0.19, 0.13, 0.14]
}

---

{
  "formula": "C2H7NO4P",
  "method": "the ωB97M-V functional and the def2-TZVPD basis",
  "gap_ev": [3.9, 5.5],
  "charge": -1,
  "multiplicity": 3,
  "species": ["P", "C", "O", "C", "H", "H", "N", "O", "O", "H", "H", "H", "O", "H", "H"],
  "xyz": [[1.69, 0.63, -1.86], [-0.07, 0.60, 0.34], [2.00, 1.99, -1.43], [0.97, -0.23, -0.33], [0.59, 0.94, -3.66], [0.45, 1.33, 1.05], [-1.10, -0.10, 1.06], [0.48, -1.53, -0.76], [0.28, 0.65, -2.77], [-1.26, 0.22, 1.96], [0.25, -1.31, -1.73], [-0.47, 1.23, -0.53], [2.54, -0.22, -2.70], [1.78, -0.36, 0.35], [-0.81, -1.02, 0.98]],
  "lowdin_charge": [0.22, -0.35, -0.33, -0.42, 0.07, 0.10, 0.18, -0.14, -0.24, -0.10, 0.10, 0.15, -0.34, 0.10, 0.01]
}

---

{
  "formula": "C2H7NOSi",
  "method": "the ωB97M-V functional and the def2-TZVPD basis",
  "smiles": "CN=C=O.[SiH4]",
  "gap_ev": 11.0,
  "charge": 0,
  "multiplicity": 1,
  "species": ["H", "O", "H", "H", "H", "C", "H", "N", "H", "H", "Si", "C"],
  "xyz": [[0.16, -1.66, -0.50], [2.68, 1.83, 0.37], [-2.26, 2.28, 0.11], [-1.48, 0.14, 1.01], [0.59, -1.39, 1.25], [2.12, 0.85, 0.13], [-1.03, 0.64, -1.51], [1.72, -0.21, -0.18], [-3.28, 0.21, -0.61], [1.80, -2.16, 0.07], [-2.00, 0.84, -0.31], [0.97, -1.37, 0.18]],
  "lowdin_charge": [0.06, 0.15, -0.12, -0.10, 0.09, -0.37, -0.10, 0.06, -0.16, 0.10, 0.54, -0.15]
}

---

For the records above, the corresponding electronic energy values read -360.75746; -360.86734; -702.31483; -1157.07133; -436.11346; -436.08267; -777.41764; -499.82939 Ha.
For the records above, the corresponding relative energy (zero: lowest compared OMol25 entry of this formula, charge and spin) values read 4.250; 1.260; 1.759; 0.000; 0.040; 1.926; 1.497; 2.406 eV.